Record 1
151
Properties=species:S:1:pos:R:3:mulliken_spin:R:1 method="wB97M-V/def2-TZVPD" homo_lumo_gap_ev="3.1 / 4.1" e_above_lowest_kcal_mol=3.5 lumo_energy_ev="-9.5969 / -9.5969" s_squared=0.76 spin_multiplicity=2 energy_ha=-2767.67763 homo_ev="-12.72 / -13.69" total_charge=+3
F -3.07495 -7.45792 1.39850 0.03
F -3.23129 -8.75771 3.17235 0.00
F -2.29222 -6.80330 3.29423 0.00
F -1.24523 -8.35802 2.11201 0.00
O -3.35208 -10.77509 -1.87721 0.00
O 0.89463 -14.83926 0.81960 0.00
O -9.94618 -5.29427 2.57735 0.00
O -1.80197 -5.37019 -1.28700 0.53
N -0.89093 -5.39021 -0.23787 0.42
N -8.63538 -5.51233 3.03159 0.00
N -5.92760 -10.18439 11.04529 0.00
N 0.82310 -13.62858 1.49736 0.00
N -4.38789 -10.16551 -2.44037 0.00
C -0.04861 -11.24732 1.55410 0.00
C -3.39526 -9.06081 -4.54472 0.00
C 0.96698 -12.35853 3.60879 0.00
C -4.83172 -9.45370 8.76699 0.00
C 1.65427 -13.47261 2.83622 0.00
C -0.11917 -7.70838 -0.88373 0.01
C -8.09533 -5.75458 0.59927 0.00
C -3.74211 -8.85638 6.50204 0.00
C -8.16083 -3.88800 4.96389 0.00
C -6.50197 -8.60622 -3.62479 0.00
C 1.58859 -14.75813 3.74355 0.00
C 1.34593 -5.07262 1.57393 -0.02
C -0.71733 -12.76644 -0.31516 0.00
C -4.11609 -7.69677 -1.71705 0.01
C -8.35358 -5.40913 4.51199 0.00
C 3.22991 -13.13259 2.69406 0.00
C -0.00143 -4.36968 1.86957 0.03
C 0.40968 -6.27026 -0.51021 -0.02
C -5.66199 -8.93824 11.98017 0.00
C -3.69705 -9.76537 7.80816 0.00
C -6.46319 -6.49371 2.21866 0.00
C -0.12463 -2.91593 -0.10163 0.03
C 0.72489 -11.02331 2.83630 0.00
C 1.16555 -6.40037 0.81806 0.04
C -5.99979 -6.41572 3.68888 0.00
C -9.53884 -5.86456 5.33610 0.00
C -4.15573 -11.47572 -4.54062 0.00
C -6.41967 -8.81019 -2.19856 0.00
C -5.83953 -9.67454 -4.46764 0.00
C 1.72647 -11.87789 -0.17488 0.00
C -4.38223 -10.08215 -3.97844 0.00
C -4.86176 -10.46485 9.92458 0.00
C -4.38028 -9.36764 12.71331 0.00
C -5.08242 -9.45885 -0.09878 0.00
C -7.52338 -5.46687 1.93895 0.00
C -4.96539 -9.01065 -1.60551 0.00
C -0.81654 -4.15618 0.60200 0.00
C -2.21913 -3.94975 1.22977 -0.01
C -6.92306 -4.00997 1.93328 0.00
C 1.32643 -5.70122 -1.59728 0.02
C -5.80635 -11.31232 12.10370 0.00
C -7.34080 -10.05095 10.44754 0.00
C -4.58061 -10.86560 12.92836 0.00
C -7.14792 -6.39650 4.73687 0.00
C 0.50656 -12.38334 0.61950 0.00
B -2.45431 -7.89501 2.49252 -0.03
H -6.21746 -7.59358 -3.91066 0.00
H 1.57142 -12.08433 4.47341 0.00
H -3.67887 -10.82982 7.57426 0.00
H -5.74041 -9.50020 8.16680 0.00
H -1.08362 -11.43952 1.83680 0.00
H -6.50082 -10.53414 -4.35864 0.00
H 3.65356 -12.77387 3.63211 0.00
H -5.25250 -7.17221 3.92844 0.00
H 0.78473 -5.11871 -2.34250 0.00
H -5.49690 -5.45736 3.81828 0.00
H 0.17029 -2.17360 0.64004 0.00
H -5.59455 -6.33936 1.57855 0.00
H -7.34281 -9.39131 9.57980 0.00
H -8.41052 -3.65583 5.99919 0.00
H -7.51552 -8.73161 -4.00569 0.00
H 3.50296 -12.39253 1.94182 0.00
H -6.57834 -8.80914 12.55614 0.00
H -3.78735 -11.56613 12.66740 0.00
H -0.24629 -10.33323 0.99421 0.00
H 1.51280 -10.96235 -0.72646 0.00
H -6.67482 -11.21250 12.75478 0.00
H -6.77166 -7.52962 2.07782 0.00
H -1.04517 -11.83156 -0.76971 0.00
H -0.51616 -7.79753 -1.89495 0.00
H -8.69041 -6.66394 0.68306 0.00
H -3.82469 -8.15886 -4.98082 0.00
H -4.12046 -9.35639 0.40345 0.00
H -5.51027 -10.44397 0.08724 0.00
H -8.83700 -3.26386 4.37964 0.00
H -2.58465 -8.84190 -3.84967 0.00
H -4.33988 -6.89852 -1.00936 0.00
H -7.66356 -11.00773 10.03705 0.00
H -4.24127 -8.78947 13.62681 0.00
H 0.84349 -3.15508 -0.54168 0.00
H -8.08088 -9.71905 11.17570 0.00
H -2.50965 -4.70993 1.95491 0.00
H -3.90062 -10.66410 10.39849 0.00
H -7.39729 -5.96862 -0.21007 0.00
H -6.84099 -6.29308 5.77764 0.00
H -0.82654 -2.53076 -0.84127 0.00
H -2.90785 -9.16096 5.87010 0.00
H -0.82211 -8.17708 -0.19503 0.00
H -3.06140 -7.96778 -1.66928 0.00
H -10.46902 -5.31268 5.20083 0.00
H -5.26298 -11.39267 9.51681 0.00
H -4.66801 -9.01062 5.94794 0.00
H 1.58474 -10.58340 2.33110 0.00
H 0.76587 -8.30053 -1.11648 0.00
H 1.94822 -4.36406 1.00534 0.00
H -6.87528 -7.92712 -1.75056 0.00
H -7.74500 -3.33124 2.16098 0.00
H -2.20665 -2.95963 1.68540 0.00
H 3.77593 -14.06628 2.55927 0.00
H 2.54698 -11.66212 0.50946 0.00
H -7.65750 -7.35993 4.72158 0.00
H -5.68845 -9.51694 -5.53555 0.00
H -5.50407 -8.04336 11.37822 0.00
H -2.73442 -9.53083 8.26252 0.00
H 0.54181 -7.03928 1.44322 -0.02
H -1.52834 -13.25628 0.22375 0.00
H -9.69239 -6.93724 5.21831 0.00
H 2.12470 -12.56662 -0.91998 0.00
H -3.04281 -3.80028 0.53170 0.00
H -0.48877 -5.04346 2.57428 -0.01
H 0.11799 -10.28840 3.36516 0.00
H -3.51406 -9.18783 12.07657 0.00
H -3.18919 -11.93127 -4.32527 0.00
H 0.11195 -3.44359 2.43314 0.00
H -4.81807 -11.06692 13.97296 0.00
H 0.01291 -12.70507 4.00599 0.00
H -7.15924 -3.49260 4.79487 0.00
H 1.86148 -5.22744 2.52174 0.00
H -4.29361 -11.42446 -5.62065 0.00
H -7.03547 -9.66879 -1.93081 0.00
H 0.60340 -14.88714 4.19173 0.00
H -4.28049 -7.29669 -2.71755 0.00
H -3.68406 -7.80796 6.79450 0.00
H -4.69396 -8.41725 9.07504 0.00
H -8.66011 -4.90554 0.21424 0.00
H -2.82959 -9.53552 -5.34644 0.00
H -6.49780 -3.79991 0.95189 0.00
H -0.47307 -13.40673 -1.16279 0.00
H -9.21805 -5.85777 6.37780 0.00
H -5.66640 -12.28460 11.63129 0.00
H 1.84446 -6.52017 -2.09634 0.00
H 2.18741 -14.82404 4.65194 0.00
H 2.09867 -6.92923 0.62392 0.00
H 1.91682 -15.60401 3.13950 0.00
H -6.09815 -3.94282 2.64259 0.00
H 2.14008 -5.06769 -1.24414 0.00
H -4.95183 -12.18347 -4.30951 0.00
H -5.85393 -8.86695 0.39368 0.00

Record 2
18
Properties=species:S:1:pos:R:3:mulliken_charge:R:1 method="wB97M-V/def2-TZVPD" homo_lumo_gap_ev=9.5 e_above_lowest_kcal_mol=8.2 lumo_energy_ev=0.1813 energy_ha=-762.15531 homo_ev=-9.34 total_charge=0
S 2.49457 4.00309 0.68038 -0.33
O 0.40534 0.00640 -1.09886 -0.45
N 0.74318 2.07887 -0.21068 -0.38
C 1.62918 2.75547 0.23593 0.29
C 0.59616 -0.02627 1.24445 -0.76
C 1.14693 0.62618 -0.05552 0.28
C -1.79136 -0.86311 -1.38124 -1.23
C -0.42757 -1.09567 -0.67571 0.32
C -0.43977 -1.14484 0.88288 -0.68
H -1.42683 -0.82212 1.25292 0.30
H -1.84399 -1.42788 -2.32443 0.28
H -2.60843 -1.14409 -0.69022 0.34
H 1.29910 -0.32023 2.04008 0.38
H 2.24119 0.49349 -0.15142 0.37
H -0.23383 -2.16153 1.24436 0.33
H -1.92940 0.20576 -1.60866 0.32
H 0.01320 0.79607 1.70549 0.29
H 0.13234 -1.95956 -1.08974 0.34

Record 3
29
Properties=species:S:1:pos:R:3:mulliken_charge:R:1 method="wB97M-V/def2-TZVPD" homo_lumo_gap_ev=9.9 e_above_lowest_kcal_mol=7.3 lumo_energy_ev=0.3811 energy_ha=-1888.23334 homo_ev=-9.55 total_charge=0
Cl 0.26865 -3.37349 2.70736 -0.24
S -2.09439 0.28737 1.92464 0.71
P -1.03556 -1.92728 3.43283 0.31
O 1.47995 -0.47375 -2.12847 -0.54
O -0.96712 -0.94428 2.07558 -0.07
O -3.31779 -0.11249 2.50088 -0.51
O -0.10717 -1.21542 4.55565 -0.44
O -1.44729 1.31151 3.04303 -0.50
O -0.92550 1.69681 -0.08556 -0.43
C -1.88244 2.75702 -1.98073 -1.15
C 1.55469 -1.42355 -1.38479 0.81
C 2.88656 -1.94445 -0.90064 -1.18
C 0.32463 -2.14253 -0.89304 -0.54
C 0.61861 2.17617 -1.82568 -1.12
C -0.74583 2.16494 -1.18801 0.85
H 0.92360 3.20342 -2.03230 0.44
H -0.49439 1.33232 2.82648 0.35
H 0.27375 -2.08880 0.19357 -0.19
H -0.19618 -0.25095 4.45686 0.34
H 0.34768 -3.18796 -1.20464 0.41
H 3.68629 -1.34222 -1.32386 0.32
H -1.68040 3.80735 -2.19419 0.33
H -2.80336 2.68294 -1.40817 0.30
H 3.01865 -2.98112 -1.21319 0.35
H 1.33906 1.71980 -1.15292 0.20
H 0.60204 1.60945 -2.75723 0.33
H 2.93558 -1.88841 0.18797 0.31
H -0.55942 -1.66777 -1.31177 0.25
H -2.00291 2.21534 -2.91963 0.33

Record 4
80
Properties=species:S:1:pos:R:3:mulliken_charge:R:1 method="wB97M-V/def2-TZVPD" homo_lumo_gap_ev=6.9 e_above_lowest_kcal_mol=0.0 lumo_energy_ev=-0.6029 energy_ha=-3600.59270 homo_ev=-7.55 total_charge=0
Pb 0.37615 0.07297 -1.06293 1.06
S -1.79193 0.01354 0.82136 -0.56
S 6.68325 0.71919 -2.93467 -0.30
S 2.22032 0.80879 0.74835 -0.38
S 5.01770 0.56467 -0.44000 -0.12
O 0.56725 -1.97463 -0.07880 0.25
O 0.69534 -3.22432 -4.69590 -0.50
O 1.62359 -1.44301 -2.66028 -0.11
N -1.01727 -2.50550 1.50108 -0.24
N -3.23625 -2.20057 1.20371 0.18
N 2.99465 1.40781 -1.74142 -0.80
N -0.30783 -3.84884 -2.23358 0.19
N 4.07456 1.39156 -2.59976 0.63
C 2.71127 1.15376 -4.58305 0.53
C 3.33124 0.99364 -0.56403 0.29
C -0.81605 -2.75556 -2.98047 0.49
C 3.80349 1.73952 -3.95867 -0.28
C 1.52771 -2.70306 -5.72550 -0.87
C -1.88950 -2.05042 -2.46019 0.02
C -4.46315 -1.42086 1.07499 -0.82
C -1.99799 -1.66433 1.16285 0.44
C 2.57666 -3.16341 1.35612 -0.14
C 4.60215 2.65892 -4.61831 -0.44
C 0.92341 -4.23718 -1.93094 -0.81
C 0.20768 -2.48733 1.01832 -0.73
C 3.21548 2.41399 -6.57036 -0.55
C 3.86679 -2.08469 -2.87816 -0.87
C -2.42659 -0.97584 -3.15507 -0.30
C 4.85312 -2.98742 -2.63166 -0.45
C 3.27151 -4.60528 -1.86635 -0.66
C -5.22632 -1.75344 -0.19771 -0.72
C 2.19150 -3.70702 -2.15111 0.94
C -3.40272 -3.61502 1.53981 -0.78
C 1.90716 -4.71061 3.56480 -0.70
C -0.81588 -1.33695 -4.91446 -0.62
C -1.87511 -0.61872 -4.37580 -1.03
C 5.26042 0.94873 -2.12106 0.28
C 4.30428 2.99013 -5.93115 -0.66
C 2.41971 1.50007 -5.89346 -0.88
C 0.92059 -4.01595 2.88408 -0.26
C 1.25036 -3.24411 1.77301 0.52
C -3.01490 -4.56710 0.41464 -0.59
C -0.28788 -2.42656 -4.23134 0.74
C 3.22825 -4.63315 3.14193 -0.42
C 2.49270 -2.35798 -2.57492 0.73
C 3.56219 -3.85749 2.04031 -0.95
C 4.56611 -4.26972 -2.09013 -1.06
H -5.08097 -1.62257 1.95448 0.38
H 5.36477 -4.96483 -1.87332 0.42
H 0.99267 -2.64801 -6.67604 0.36
H -3.54245 -4.31705 -0.50806 0.22
H -4.19783 -0.36883 1.09104 0.39
H -0.11188 -4.06001 3.20262 0.46
H 5.44779 3.09856 -4.10973 0.46
H 3.99917 -5.17378 3.67631 0.39
H 2.98628 2.67984 -7.59405 0.41
H -5.49822 -2.80952 -0.24499 0.26
H -3.24405 -0.41132 -2.72752 0.36
H -2.80914 -3.83592 2.42797 0.35
H -6.14733 -1.17126 -0.24188 0.46
H 4.92443 3.70586 -6.45427 0.37
H 1.56616 1.05356 -6.38880 0.39
H 1.90468 -1.71618 -5.44731 0.25
H 2.11192 0.43484 -4.03713 0.39
H -3.26709 -5.59308 0.68629 0.49
H -1.03464 -4.41001 -1.81414 0.41
H -4.62895 -1.51419 -1.07870 -0.03
H 3.02697 -5.58491 -1.47038 0.38
H 0.91521 -5.19033 -1.41028 0.21
H -0.40316 -1.05158 -5.87140 0.36
H -1.93829 -4.51488 0.25114 -0.15
H 2.35924 -3.39588 -5.81834 0.29
H 4.59189 -3.78802 1.71421 0.46
H -4.45420 -3.75297 1.79219 0.45
H 1.64840 -5.30978 4.42820 0.41
H -2.27006 0.22780 -4.92207 0.38
H 2.82589 -2.54445 0.50434 0.46
H 5.87900 -2.70450 -2.83814 0.47
H -2.27606 -2.32628 -1.48538 -0.13
H 4.10361 -1.10983 -3.28180 0.52